Model a:
The following is a DFT calculation (ωB97M-V/def2-TZVPD) of an isolated molecule of C3H8N2OS.

```
15
Properties=species:S:1:pos:R:3:lowdin_charge:R:1
H -2.9651 0.3491 -0.8965 0.127
H -0.4650 -1.2918 -0.6213 0.051
H -2.5541 -0.9083 0.4181 0.129
H 3.0916 -0.4244 1.6743 0.073
O 1.6508 -0.5958 -0.0534 -0.511
N -1.7374 1.1093 0.7069 -0.165
H 3.6161 0.2173 -0.0041 0.066
C -0.9322 -0.3815 -0.8820 -0.307
C 2.9255 -0.5065 0.5235 -0.295
N -0.6834 1.7954 0.3236 -0.346
H 3.3210 -1.6175 0.4533 0.089
H -1.0008 -0.4919 -1.9526 0.072
S 0.3248 0.9742 -0.6080 1.105
H -2.3869 1.7632 1.0470 0.108
C -2.2049 0.0092 -0.1287 -0.196
```

Its LUMO energy (spin up / spin down) is 0.14 / 0.14 eV. The calculation puts the HOMO energy (spin up / spin down) at -7.5697 / -7.5688 eV. The molar mass comes out at 120.18 g/mol.

=====

Model b:
The following is a DFT calculation (ωB97M-V/def2-TZVPD) of an isolated molecule of C3H8N2OS.

```
15
Properties=species:S:1:pos:R:3:lowdin_charge:R:1
H -0.1681 1.7142 -0.5418 0.113
H -0.3165 -2.0271 0.2618 -0.081
N -0.3692 0.2373 0.8929 -0.537
C 0.5538 0.9104 1.7008 -0.350
H 1.2943 -0.0466 -1.2202 0.127
C 0.2527 -0.0868 -1.5789 -0.225
H 0.2575 0.3986 -2.5323 0.106
H 0.8618 -0.4915 2.9951 0.023
H -0.9826 -1.5038 -2.1887 0.089
H -1.5855 0.5720 -0.7131 0.096
C -0.5386 0.6898 -0.5133 -0.223
O -0.0932 -1.4776 -1.8142 -0.119
S -1.0301 -1.2706 1.2076 0.808
H 0.7005 1.9022 1.3059 0.105
N 1.1631 0.4795 2.7383 0.067
```

Its LUMO energy is 0.60 eV. The calculation puts the HOMO energy at -8.8417 eV. Its SMILES is [H]/N=C\N(S)CCO. The molar mass comes out at 120.18 g/mol.

=====

Model c:
The following is a DFT calculation (ωB97M-V/def2-TZVPD) of an isolated molecule of C3H8N2OS.

```
15
Properties=species:S:1:pos:R:3:lowdin_charge:R:1
C 1.1726 -0.3923 0.8042 -0.619
C -0.0412 -0.2792 0.1955 -0.527
N -0.8027 -1.3285 0.0377 -0.088
H 3.6026 -0.7158 0.2744 -0.031
O 0.3272 2.2327 -0.2047 -0.110
N -2.0993 -1.0936 -0.2833 -0.066
H -1.2750 1.0567 -1.0742 0.106
C -0.7262 1.1549 -0.0502 -0.139
H -1.5523 1.2796 0.7434 0.147
H -2.0815 -2.0308 -1.1468 0.202
H 1.4141 0.5829 1.2648 0.087
H 0.9136 -1.3225 1.6316 0.180
H 0.9878 1.6638 -0.6759 0.043
S 2.3154 -0.6382 -0.5301 0.720
H -2.1551 -0.1697 -0.9863 0.097
```

Its LUMO energy is 0.25 eV. The calculation puts the HOMO energy at -9.2797 eV. Its SMILES is N/N=C(\CO)CS. The molar mass comes out at 120.18 g/mol.

=====

The energy of each structure relative to the most stable one, in kJ/mol, is as follows: model a 298.7; model b 0.0; model c 350.3.

=====

Model a:
The following is a DFT calculation (ωB97M-V/def2-TZVPD) of a cluster of 2 separate species, C3H8N2OS in total.

```
15
Properties=species:S:1:pos:R:3:lowdin_charge:R:1
H -2.1652 1.8466 -1.5176 0.165
H 1.4162 -0.8366 -0.5772 0.015
H -0.0566 0.0078 -0.7670 0.148
O -2.8494 -0.3383 0.5320 -0.049
C -2.9783 1.0060 0.3028 -0.174
C 2.3642 -0.9963 0.0751 -0.038
H -3.8756 1.1183 -0.3410 0.134
N -1.1471 0.1616 -0.7226 -0.041
S -1.4006 -2.4115 -0.0751 0.658
H -2.8290 1.5876 1.3256 0.164
C -1.8035 -0.8314 -0.0735 -0.977
H 3.0163 -1.7614 -0.2755 0.005
H 2.9091 -0.0819 0.2168 0.010
N -1.7838 1.3969 -0.5621 -0.044
H 2.1791 -1.4410 1.0526 0.023
```

Its LUMO energy is 0.62 eV. The calculation puts the HOMO energy at -8.4156 eV. Its SMILES is S=C1NNCO1.C. The molar mass comes out at 120.18 g/mol.

=====

Model b:
The following is a DFT calculation (ωB97M-V/def2-TZVPD) of an isolated molecule of C3H8N2OS.

```
15
Properties=species:S:1:pos:R:3:lowdin_charge:R:1
C -0.2816 -0.2147 0.1901 -0.474
H -3.0621 -0.8860 0.6118 0.077
O -1.7135 1.6292 0.2994 -0.056
H -2.7272 -2.0938 -0.7783 0.080
H 1.3633 -0.2772 1.7906 0.114
N -1.0308 -1.2009 0.0870 0.017
C -2.4707 -1.0837 -0.3031 -0.116
H 2.1931 -0.4887 -1.3924 -0.139
H -2.6016 -0.3152 -1.1749 0.090
H 1.1202 -1.7029 0.5403 0.069
N -0.4861 1.1069 -0.2595 -0.005
S 2.4752 0.0754 -0.2349 0.716
H 0.3040 1.7000 0.0307 0.098
C 1.1399 -0.6088 0.6805 -0.546
H -2.1919 1.9243 -0.4631 0.073
```

Its LUMO energy is 0.78 eV. The calculation puts the HOMO energy at -9.1370 eV. Its SMILES is C/N=C(/CS)NO. The molar mass comes out at 120.18 g/mol.

=====

Model c:
The following is a DFT calculation (ωB97M-V/def2-TZVPD) of an isolated molecule of C3H8N2OS.

```
15
Properties=species:S:1:pos:R:3:lowdin_charge:R:1
O -0.2453 2.3670 0.5726 -0.050
H -1.6359 -0.3006 1.1272 0.077
H 0.5456 2.7997 0.2879 0.078
H -1.2028 -1.6778 0.1784 0.067
H 1.0321 0.2447 1.5685 -0.141
H 1.0281 -1.7997 -0.9773 0.024
C -0.8241 -0.7327 0.5215 -0.497
S 0.5929 -1.0146 1.6080 0.724
N 0.6896 -1.4305 -1.8388 0.018
C -0.8307 1.6303 -0.4811 -0.239
H -0.5511 2.0359 -1.4778 0.124
H 1.4209 -1.4828 -2.5285 0.073
N 0.2049 -0.1119 -1.6898 0.015
C -0.4298 0.1979 -0.6126 -0.397
H -1.9151 1.7018 -0.3545 0.123
```

Its LUMO energy is 0.70 eV. The calculation puts the HOMO energy at -8.9030 eV. Its SMILES is N/N=C(/CO)CS. The molar mass comes out at 120.18 g/mol.

=====

Model d:
The following is a DFT calculation (ωB97M-V/def2-TZVPD) of a cluster of 2 separate species, C3H8N2OS in total.

```
15
Properties=species:S:1:pos:R:3:lowdin_charge:R:1
H -0.1943 -0.6371 -1.9672 -0.117
C 0.6406 1.4636 -0.0068 -0.363
H 0.5204 1.2722 -1.1590 0.065
H 1.7879 -2.6366 -0.0098 0.147
H 0.0857 -2.9154 0.1312 0.131
N -0.5646 -0.3934 0.7456 -0.021
C -0.6051 1.0530 0.8007 -0.215
S 1.8880 0.3148 0.5212 0.933
H 0.8757 2.4469 0.2527 0.068
N 0.8657 -2.2486 0.3345 0.087
C 0.5250 -0.9495 0.3204 -0.603
O 2.9555 0.4806 -0.4956 -0.504
H -1.5149 -0.7072 0.9925 0.179
H -1.4498 1.4031 0.3536 0.088
H -0.4211 1.4543 1.8052 0.124
```

Its LUMO energy (spin up / spin down) is 0.34 / 0.34 eV. The calculation puts the HOMO energy (spin up / spin down) at -6.1103 / -6.1137 eV. The molar mass comes out at 120.18 g/mol.

=====

The energy of each structure relative to the most stable one, in kJ/mol, is as follows: model a 100.8; model b 116.8; model c 0.0; model d 400.9.

=====

Model a:
The following is a DFT calculation (ωB97M-V/def2-TZVPD) of an isolated molecule of C3H8N2OS.

```
15
Properties=species:S:1:pos:R:3:lowdin_charge:R:1
H 0.7083 -1.3664 -0.7006 0.067
H -1.8850 1.2206 -0.6081 0.144
O -2.1814 1.3110 1.8206 0.020
C 0.1273 0.7320 -0.8603 -0.265
H -0.1987 0.6986 -1.9172 0.117
N -1.1739 0.5978 -0.1362 0.011
N -0.6491 -0.4210 1.9898 0.131
C 1.1679 -0.3454 -0.5654 -0.590
S 2.4351 -0.6160 -1.8427 0.694
H 1.9966 -1.7572 -2.3288 -0.167
H 1.8532 -0.3688 0.3751 0.093
H 0.4689 1.7114 -0.7020 0.090
H -0.1134 -1.0658 1.3932 0.073
H -1.2231 -0.8929 2.7562 0.147
C -1.3326 0.5620 1.3265 -0.567
```

Its LUMO energy is 0.64 eV. The calculation puts the HOMO energy at -9.2984 eV. Its SMILES is NC(=O)NCCS. The molar mass comes out at 120.18 g/mol.

=====

Model b:
The following is a DFT calculation (ωB97M-V/def2-TZVPD) of an isolated molecule of C3H8N2OS.

```
15
Properties=species:S:1:pos:R:3:lowdin_charge:R:1
N 0.2870 -1.4650 -1.2991 0.177
H 0.3650 0.6745 2.0407 0.092
H -0.5512 -1.0164 -1.0139 0.055
C -0.8098 1.2925 0.4921 -0.598
C 0.1270 0.1668 1.1283 -0.276
H 0.3833 -2.1170 -2.0280 0.088
H -0.7672 2.2284 1.1179 0.065
C 1.4812 -0.9882 -0.7311 -0.545
O 2.5823 -1.3192 -1.1162 0.047
N 1.3431 -0.1084 0.4127 0.031
H -0.4787 -0.7439 1.3856 0.124
S -2.5829 1.0610 0.3567 0.645
H 1.9777 0.6599 0.4690 0.123
H -0.3780 1.5238 -0.5877 0.104
H -2.9788 0.1512 -0.6270 -0.133
```

Its LUMO energy is 0.60 eV. The calculation puts the HOMO energy at -9.2238 eV. Its SMILES is NC(=O)NCCS. The molar mass comes out at 120.18 g/mol.

=====

Model c:
The following is a DFT calculation (ωB97M-V/def2-TZVPD) of a cluster of 2 separate species, C3H8N2OS in total.

```
15
Properties=species:S:1:pos:R:3:lowdin_charge:R:1
N -0.8187 -1.5877 -2.3406 -0.038
S -0.7989 0.7646 -1.4895 0.918
H -1.9078 -1.3694 -2.1370 0.139
H -0.3145 1.8480 1.2602 0.096
H 0.8430 -0.6228 2.5572 0.103
H -0.9370 0.1236 1.1921 0.120
H 0.9969 -0.3568 -0.1840 0.038
H -0.4698 -2.5031 -2.4660 0.075
C 1.1407 0.3968 0.5637 -0.235
N -0.0910 -0.5013 -2.0078 -0.419
O -2.2873 0.5835 -1.2844 -0.552
C -0.0643 0.8116 1.2697 -0.283
C 1.0159 0.3070 2.0349 -0.197
H 1.9979 1.1559 0.4837 0.139
H 1.6949 0.9502 2.5479 0.096
```

Its LUMO energy is 0.14 eV. The calculation puts the HOMO energy at -8.8618 eV. The molar mass comes out at 120.18 g/mol.

=====

The energy of each structure relative to the most stable one, in kJ/mol, is as follows: model a 20.4; model b 0.0; model c 356.0.

=====

Model a:
The following is a DFT calculation (ωB97M-V/def2-TZVPD) of an isolated molecule of C7H11NO3S.

```
23
Properties=species:S:1:pos:R:3:lowdin_charge:R:1
O -1.4866 -1.5712 -0.8418 0.092
H -0.7369 3.8075 -0.2614 0.069
C -0.9217 0.5893 0.6688 -0.329
H 2.2195 -0.7950 0.6255 0.156
C -0.5710 -1.7702 -0.0363 -0.405
H -0.2674 2.8748 1.1148 0.069
H 0.7269 -4.0275 -1.6082 0.128
C -0.2892 1.6831 -0.5256 -0.392
H 1.0269 3.4307 -0.0163 0.112
C 1.2953 -0.0224 0.6843 -0.269
H -0.2741 -0.9433 1.9534 0.146
S 1.2307 0.7858 -0.9682 0.965
O 0.2139 -2.8476 0.0415 -0.021
N -1.8073 0.9519 1.4171 0.169
H -1.0061 -4.1761 -1.0822 0.095
H -2.4273 1.7567 1.2350 0.094
H 0.2032 -4.8648 -0.1831 0.077
C -0.0007 -3.9623 -0.7232 -0.092
C -0.0731 -0.6136 0.9558 -0.190
C -0.0663 3.0298 0.0496 -0.126
O 0.7979 -0.3205 -1.8904 -0.503
H 1.5078 0.6147 1.4653 0.065
H -0.8941 1.6624 -1.3784 0.091
```

Its LUMO energy is 0.70 eV. The calculation puts the HOMO energy at -8.8420 eV. The molar mass comes out at 189.24 g/mol.

=====

Model b:
The following is a DFT calculation (ωB97M-V/def2-TZVPD) of a structure of composition C7H11NO3S.

```
23
Properties=species:S:1:pos:R:3:lowdin_charge:R:1
H -0.4506 2.0593 -1.3617 0.077
H 2.5074 1.1312 1.3301 0.128
C -0.3022 1.0042 -1.4291 -0.086
C 0.1946 -2.1310 -0.1514 -0.107
H 2.1252 0.6143 -0.3445 0.128
H 0.0716 0.3446 1.8250 0.154
N -2.2633 -1.4369 -0.3463 0.071
H 1.1593 -2.0878 1.6499 0.129
O -3.2679 0.3348 1.4542 -0.369
C -0.4441 0.1545 -0.2397 -0.205
S -2.8423 0.3955 0.0753 0.784
C 1.7241 0.9440 0.6290 -0.230
H 0.7318 -2.2146 -1.0973 0.130
H -0.1768 -3.0389 0.2410 0.106
O 1.3953 2.2939 0.2606 -0.084
C -1.0210 -1.2254 -0.3448 -0.405
C 1.1394 -1.4052 0.7773 -0.101
O -3.6683 0.9075 -0.9758 -0.347
H 2.1170 -1.3662 0.3679 0.093
H 0.6411 1.2111 -2.0310 0.117
C 0.5486 0.0856 0.8971 -0.209
H 1.1418 2.8289 1.0242 0.099
H -1.0607 0.5967 -2.2098 0.124
```

Its LUMO energy (spin up / spin down) is -1.11 / -1.11 eV. The calculation puts the HOMO energy (spin up / spin down) at -8.8358 / -8.8346 eV. The molar mass comes out at 189.24 g/mol.

=====

The energy of each structure relative to the most stable one, in kJ/mol, is as follows: model a 0.0; model b 175.7.

=====

Model a:
The following is a DFT calculation (ωB97M-V/def2-TZVPD) of an isolated molecule of C5H8OS.

```
15
Properties=species:S:1:pos:R:3:lowdin_charge:R:1
C 0.1033 0.8066 -0.7527 -0.206
H -1.7652 1.6987 0.0076 0.103
S -2.3833 -0.5974 -0.0049 0.759
H 1.7536 -0.3729 1.5121 0.126
H 0.1591 -1.0347 -1.9211 0.109
H -1.4786 -1.5948 -0.0113 -0.127
C 0.7225 -0.5312 1.1481 -0.176
H 0.1598 -1.0858 1.9343 0.134
C -1.1964 0.7489 0.0001 -0.570
O 0.6725 -1.3438 -0.0165 -0.174
C 0.1100 0.7876 0.7542 -0.219
H 0.3444 1.7259 -1.3108 0.146
H 1.7437 -0.3443 -1.5013 0.127
H 0.3422 1.6682 1.3347 0.136
C 0.7125 -0.5310 -1.1725 -0.168
```

Its LUMO energy is 0.88 eV. The calculation puts the HOMO energy at -8.6872 eV. Its SMILES is S[C@H]1[C@H]2COC[C@@H]12. The molar mass comes out at 116.18 g/mol.

=====

Model b:
The following is a DFT calculation (ωB97M-V/def2-TZVPD) of an isolated molecule of C5H8OS.

```
15
Properties=species:S:1:pos:R:3:lowdin_charge:R:1
C 0.1678 -0.0720 -0.0129 -0.163
H 2.7349 -1.1494 0.0835 0.070
C -1.1301 0.5992 0.0934 -0.741
H -3.1756 0.3862 0.1966 0.082
C 2.7019 -0.0761 0.0140 -0.071
H 3.0555 0.3451 0.9389 0.076
O -2.2975 -1.4550 -0.3836 -0.090
C -2.3258 -0.2389 0.3840 -0.302
H 1.3785 1.6005 -0.3213 0.081
H -2.3098 -0.5645 1.4606 0.148
C 1.3202 0.5287 -0.2115 -0.138
H -2.2346 -1.1778 -1.3474 0.127
H 3.3435 0.2298 -0.7808 0.061
S -1.3059 2.2092 -0.1551 0.742
H 0.0768 -1.1653 0.0417 0.120
```

Its LUMO energy is -0.66 eV. The calculation puts the HOMO energy at -8.6642 eV. Its SMILES is C/C=C/C(=S)CO. The molar mass comes out at 116.18 g/mol.

=====

The energy of each structure relative to the most stable one, in kJ/mol, is as follows: model a 0.0; model b 18.9.